Computed, not measured: a cluster of 2 separate species, C6H12N2 in total in a non-equilibrium geometry, with the ωB97M-V functional and the def2-TZVPD basis.

```
20
Properties=species:S:1:pos:R:3:forces:R:3
H -0.7831 0.5170 3.0802 0.093 -0.435 0.190
H 0.7794 0.8234 3.7682 0.582 -0.435 0.122
H 0.5962 -0.0025 2.1312 0.316 -0.120 0.146
H 0.2775 2.9288 2.9355 -0.109 0.222 -0.223
N 1.0762 -2.2150 -1.2262 -0.739 -0.501 -0.270
C 1.2421 -1.1047 -0.4555 0.300 0.810 -0.739
H 1.9635 -1.0155 0.3341 0.428 -0.064 -0.133
C 0.2541 0.7487 2.8307 -1.322 1.406 -0.298
H -2.0463 -0.4139 -3.1586 0.177 -0.184 -0.051
C -0.4794 -0.7374 -1.6747 0.493 0.484 -0.644
H -2.2414 0.5369 -1.6956 0.064 -0.305 0.167
H -0.5375 -2.7030 -2.6202 0.389 -0.210 -0.150
C 0.1672 2.1664 2.1690 0.066 -1.471 0.096
H -0.7928 2.2160 1.6565 0.028 0.419 0.065
N 0.3934 -0.1529 -0.7767 -0.403 -0.953 0.992
H 1.7335 -2.8892 -1.5805 0.338 -0.099 0.866
H 0.9252 2.2367 1.4034 0.326 0.415 -0.100
C -0.0478 -1.9846 -1.9877 -0.616 0.338 -0.053
C -1.4998 0.0899 -2.3659 -0.474 0.605 0.387
H -0.9803 0.9550 -2.7672 0.062 0.076 -0.368
```
Positions in Å, forces in eV/Å.

E ... -345.30933 hartree
Energy relative to the best compared isomer or geometry (same formula, charge and spin) ... 11.6 kcal/mol
SMILES ... Cc1c[nH]cn1.CC
HOMO-LUMO gap ... 0.351 hartree